(1)
Molecular formula: H20NeO10
Method: DFT, ωB97M-V/def2-TZVPD

Calculated values
Charge ... 0
Total energy ... -24308.761 eV

Each line ends with the Mulliken charge.
Cartesian coordinates (Å):
Ne  -0.235  -0.029  0.450  0.01
O  -1.852  1.357  -1.562  -0.69
H  -1.958  1.742  -0.692  0.34
H  -2.643  1.615  -2.036  0.29
O  -2.108  -2.350  1.490  -0.69
H  -1.293  -2.822  1.320  0.41
H  -2.779  -3.033  1.522  0.28
O  -2.401  2.407  1.224  -0.64
H  -2.368  2.064  2.117  0.31
H  -2.221  3.342  1.319  0.30
O  -2.921  -1.067  -1.070  -0.66
H  -2.600  -0.169  -1.153  0.42
H  -2.577  -1.368  -0.229  0.36
O  0.369  1.127  3.235  -0.58
H  0.598  1.843  2.642  0.30
H  1.177  0.622  3.325  0.27
O  3.825  1.099  1.587  -0.60
H  3.540  0.436  2.216  0.30
H  3.118  1.744  1.582  0.30
O  0.232  -3.362  0.692  -0.71
H  0.872  -2.878  0.170  0.34
H  -0.206  -3.936  0.063  0.33
O  2.322  -1.753  -1.582  -0.63
H  1.645  -1.124  -1.831  0.36
H  2.354  -2.372  -2.311  0.29
O  3.071  2.512  -1.371  -0.61
H  3.259  2.054  -0.552  0.31
H  2.162  2.287  -1.569  0.31
O  0.236  -0.122  -2.928  -0.60
H  -0.354  -0.401  -3.628  0.26
H  -0.264  0.532  -2.440  0.34

Atomic forces in eV per Å
0.03 -0.02 -0.01
0.29 0.25 -0.42
-0.01 0.28 0.80
-0.21 0.18 -0.29
-0.83 0.40 0.13
0.84 0.03 -0.07
-0.32 -0.06 0.09
0.08 0.04 -0.42
0.03 -0.37 0.24
-0.01 0.30 0.00
-0.50 -0.46 -0.34
0.26 0.11 -0.10
0.12 -0.36 0.58
-0.18 0.08 0.09
-0.01 0.21 -0.17
0.11 -0.24 0.11
0.09 0.13 -0.19
0.04 -0.30 0.09
-0.14 0.27 0.12
0.04 -0.37 0.27
0.41 0.39 -0.31
0.00 -0.24 -0.29
0.20 -0.39 0.65
-0.44 0.37 -0.41
0.04 -0.08 -0.20
0.00 0.33 -0.01
0.28 -0.34 0.12
-0.21 -0.11 -0.19
0.59 -0.12 -0.07
-0.12 -0.16 -0.11
-0.46 0.24 0.30

(2)
Molecular formula: H20O10
Method: DFT, ωB97M-V/def2-TZVPD

Calculated values
Charge ... 0
SMILES string ... O.O.O.O.O.O.O.O.O.O
Total energy ... -20800.173 eV

Each line ends with the Mulliken charge.
Cartesian coordinates (Å):
O  -0.815  3.852  -0.155  -0.61
H  -0.653  4.003  -1.089  0.34
H  -0.425  2.987  0.011  0.34
O  -2.432  1.352  -0.317  -0.65
H  -3.081  1.933  0.097  0.30
H  -2.273  1.740  -1.187  0.30
O  0.453  -0.435  -0.364  -0.57
H  0.690  0.377  0.125  0.27
H  -0.515  -0.469  -0.316  0.33
O  -1.081  -3.769  0.437  -0.64
H  -1.710  -3.028  0.290  0.38
H  -1.438  -4.505  -0.071  0.31
O  1.119  1.836  1.126  -0.67
H  0.557  2.088  1.871  0.29
H  1.738  2.571  1.028  0.30
O  3.564  0.374  2.315  -0.61
H  2.604  0.311  2.266  0.32
H  3.833  0.665  1.438  0.30
O  0.538  2.662  -2.330  -0.60
H  1.078  1.865  -2.416  0.30
H  1.033  3.344  -2.801  0.30
O  1.278  -3.045  1.553  -0.65
H  1.154  -2.142  1.240  0.29
H  0.384  -3.445  1.488  0.40
O  0.342  -2.723  -2.206  -0.64
H  1.250  -2.892  -2.473  0.29
H  0.422  -2.298  -1.333  0.36
O  -2.301  -1.338  0.424  -0.69
H  -2.542  -0.453  0.085  0.36
H  -2.772  -1.420  1.262  0.28

Atomic forces in eV per Å
-0.27 0.28 0.38
0.12 -0.11 -0.06
0.06 -0.03 -0.18
-0.21 -0.09 -0.08
0.16 0.05 -0.03
0.08 -0.03 0.11
-0.14 0.41 0.17
-0.08 -0.40 -0.22
0.36 -0.13 0.11
-0.98 0.17 -0.08
0.62 -0.42 -0.04
0.19 0.02 0.00
-0.11 0.35 0.26
0.10 -0.08 -0.05
-0.06 -0.10 -0.03
0.05 0.12 0.06
0.06 -0.03 -0.08
-0.02 -0.11 0.02
0.28 0.00 -0.21
-0.20 -0.02 0.06
-0.04 -0.12 0.00
-0.31 -0.08 0.34
-0.05 -0.08 -0.14
0.68 0.30 -0.25
0.00 0.13 0.19
-0.02 -0.01 0.06
0.06 -0.23 -0.37
-0.45 0.39 0.13
-0.01 -0.20 0.00
0.13 0.03 -0.05

(3)
Molecular formula: H20O10
Method: DFT, ωB97M-V/def2-TZVPD

Calculated values
Charge ... 0
Total energy ... -20784.047 eV

Each line ends with the Mulliken charge.
Cartesian coordinates (Å):
O  3.238  -1.264  -0.053  -0.90
H  2.427  -0.944  0.344  0.54
H  2.987  -2.078  -0.489  0.17
O  -1.963  0.220  -0.581  -0.59
H  -2.849  0.567  -0.688  0.26
H  -1.825  -0.329  -1.353  0.63
O  0.079  -1.851  0.877  -0.93
H  -0.134  -1.390  1.688  0.31
H  -0.771  -2.065  0.492  0.47
O  2.022  -0.360  1.025  -0.49
H  1.430  0.233  1.488  0.15
H  2.874  -0.219  1.439  0.42
O  -1.841  -1.783  0.329  -0.51
H  -2.361  -2.256  0.978  0.30
H  -2.456  -1.591  -0.378  0.24
O  0.348  1.823  0.975  -0.67
H  0.618  1.269  1.707  0.30
H  -0.104  1.228  0.377  0.44
O  0.172  0.020  -0.257  -0.99
H  0.696  -0.702  0.090  0.21
H  -0.713  -0.337  -0.323  0.73
O  -0.803  1.119  -2.446  -0.51
H  -0.127  1.060  -3.121  0.31
H  -0.760  0.279  -1.989  0.14
O  1.699  1.743  -0.895  -0.71
H  2.605  1.607  -0.619  0.27
H  1.217  1.015  -0.503  0.56
O  -2.056  1.948  0.410  -0.83
H  -1.742  2.007  1.313  0.29
H  -1.909  1.035  0.164  0.38

Atomic forces in eV per Å
6.79 -4.92 -5.61
0.76 -4.10 -5.19
0.63 -0.40 -0.31
-5.21 -5.66 -6.40
-0.96 0.42 -0.58
-0.58 -0.11 -0.94
6.07 -3.04 3.88
0.24 -0.13 0.29
2.36 -1.25 -0.31
-5.11 8.66 12.06
-0.28 0.10 -0.13
0.48 0.10 0.37
-8.91 -1.17 -1.01
-0.26 -0.45 0.45
-0.46 -0.34 0.02
0.10 3.10 4.12
-0.65 0.72 0.65
0.05 0.59 0.23
-0.64 -2.16 -3.58
-0.33 -0.71 -0.18
1.95 -0.20 0.97
-0.55 0.01 -1.14
0.39 0.20 -0.13
1.56 0.84 -0.82
1.90 0.85 -1.83
0.27 0.10 -0.15
0.64 0.65 -0.91
-1.79 4.15 2.75
0.06 0.78 0.17
1.47 3.37 3.28

(4)
Molecular formula: H20O10
Method: DFT, ωB97M-V/def2-TZVPD

Calculated values
Charge ... 0
SMILES string ... O.O.O.O.O.O.O.O.O.O
Total energy ... -20799.530 eV

Each line ends with the Mulliken charge.
Cartesian coordinates (Å):
O  0.128  0.055  0.289  -0.30
H  -0.133  -0.822  0.144  0.17
H  0.690  0.305  -0.406  0.34
O  -2.615  -1.361  2.058  -0.68
H  -2.941  -1.117  2.935  0.31
H  -1.766  -1.721  2.162  0.43
O  1.161  -1.590  -2.720  -0.61
H  0.242  -1.544  -2.522  0.35
H  1.305  -0.753  -3.161  0.29
O  2.413  0.330  1.777  -0.68
H  1.510  0.141  1.455  0.35
H  3.016  0.301  1.012  0.28
O  -1.230  -1.877  -1.551  -0.70
H  -1.491  -2.281  -2.352  0.31
H  -1.808  -1.194  -1.208  0.33
O  2.123  1.240  -1.351  -0.62
H  2.281  2.145  -1.003  0.31
H  2.739  1.043  -2.037  0.25
O  -0.851  0.622  3.022  -0.55
H  -1.797  0.446  2.970  0.27
H  -0.740  1.477  3.433  0.27
O  -0.112  2.300  -2.420  -0.65
H  0.627  1.690  -2.265  0.36
H  0.431  2.997  -2.827  0.30
O  -0.233  -2.646  1.631  -0.71
H  -0.563  -3.308  1.026  0.30
H  0.694  -2.633  1.480  0.30
O  -1.308  2.855  0.214  -0.68
H  -0.708  2.821  -0.513  0.32
H  -1.059  2.073  0.738  0.35

Atomic forces in eV per Å
-0.81 1.57 1.76
-0.55 -2.08 -0.25
1.24 0.34 -1.68
-2.58 1.07 -0.07
0.10 -0.43 -0.27
2.16 -0.76 0.40
1.47 0.14 -0.53
-1.27 -0.08 0.80
0.29 0.12 -0.31
0.57 -0.02 -0.13
0.28 0.15 -0.10
-0.70 -0.08 0.45
1.21 0.16 1.63
-1.28 -0.34 -1.08
-0.58 0.03 -0.49
-0.52 0.79 1.05
0.12 -0.87 -0.36
0.99 -0.04 -0.58
0.07 -0.22 0.01
0.18 0.22 -0.21
-0.05 0.31 0.19
0.93 0.44 -0.57
-0.46 -0.43 0.42
-0.82 0.25 -0.05
-1.01 -0.02 0.15
-0.25 -0.30 -0.27
1.38 0.19 0.01
-0.43 -0.28 1.39
0.49 -0.06 -1.15
-0.18 0.21 -0.16

(5)
Molecular formula: H20O10
Method: DFT, ωB97M-V/def2-TZVPD

Calculated values
Charge ... 0
SMILES string ... O.O.O.O.O.O.O.O.O.O
Total energy ... -20798.507 eV

Each line ends with the Mulliken charge.
Cartesian coordinates (Å):
O  0.349  -3.454  -0.355  -0.60
H  0.136  -3.018  0.458  0.33
H  -0.295  -3.788  -0.973  0.28
O  -0.687  2.136  -0.612  -0.52
H  -0.926  3.040  -0.815  0.28
H  -0.450  1.726  -1.444  0.16
O  -1.855  -1.278  1.998  -0.66
H  -1.062  -0.739  2.036  0.32
H  -2.377  -0.928  1.250  0.35
O  -0.091  2.447  2.554  -0.60
H  -0.781  2.814  3.112  0.29
H  -0.380  2.569  1.641  0.33
O  -2.702  -1.840  -1.341  -0.66
H  -2.508  -1.117  -0.745  0.39
H  -2.966  -2.593  -0.807  0.32
O  0.900  0.332  -2.955  -0.68
H  0.048  0.316  -2.547  0.32
H  1.445  0.733  -2.273  0.36
O  3.757  -0.266  0.316  -0.59
H  4.084  -0.914  -0.299  0.29
H  4.051  -0.107  1.204  0.29
O  1.300  -1.047  -0.832  -0.57
H  1.697  -1.834  -0.459  0.25
H  1.244  -1.212  -1.775  0.38
O  -3.023  0.400  0.287  -0.66
H  -3.681  0.143  -0.367  0.32
H  -3.638  0.835  0.888  0.28
O  2.675  2.528  0.744  -0.61
H  2.856  2.479  1.683  0.28
H  2.879  1.638  0.428  0.35

Atomic forces in eV per Å
2.12 -1.10 -0.63
-1.50 0.13 0.10
-0.86 0.46 0.70
-0.11 -0.07 0.44
0.03 0.22 -0.27
0.08 0.21 -0.05
-0.24 -0.53 -0.11
0.05 0.23 -0.10
0.56 0.09 0.68
0.05 -0.06 0.05
-0.09 0.04 -0.04
0.14 -0.14 -0.05
-0.20 -0.22 -0.68
0.45 -0.23 0.28
0.05 0.09 0.20
0.46 0.49 -0.79
-0.96 -0.40 0.16
0.40 0.03 0.16
-1.65 1.53 -0.60
0.83 -0.41 0.78
1.07 -1.03 0.05
0.25 0.62 0.20
-0.10 -0.23 0.04
-0.08 -0.20 -0.12
-1.21 0.40 -0.28
0.05 -0.17 -0.67
0.47 0.27 0.68
0.15 -0.08 -0.18
-0.16 0.14 0.25
-0.06 -0.07 -0.19

Which formula does entry 3 have? H20O10